# C36H39N3O6ReS2Sb2SeTe

A structure of composition C36H39N3O6ReS2Sb2SeTe in a non-equilibrium geometry (wB97M-V/def2-TZVPD, OMol25).

## Properties
* 2S+1: 2
* ⟨S²⟩: 0.762
* maximum force: 0.0262 hartree/bohr
* LUMO (alpha / beta): -0.67 / -0.58 eV
* energy above the lowest of the compared OMol25 structures with the same formula, charge and spin: 1.400 eV

The geometry in XYZ format:
```
91
C36H39N3O6ReS2Sb2SeTe (wB97M-V/def2-TZVPD)
Re 0.370 0.164 0.059
C 0.514 2.936 2.738
Sb 1.777 1.380 1.968
C 2.737 0.976 3.817
C 3.185 2.825 1.150
C 4.618 2.399 1.113
C 5.396 2.476 2.269
C 6.718 2.063 2.290
C 7.298 1.570 1.129
C 6.545 1.516 -0.033
C 5.213 1.931 -0.066
C 4.458 1.839 -1.359
Sb 3.151 0.095 -1.442
C 4.119 -0.945 0.166
C 4.352 -0.993 -2.842
H 1.063 3.875 2.784
H 0.152 2.663 3.729
H -0.331 3.076 2.066
H 2.903 1.933 4.308
H 3.689 0.469 3.664
H 2.071 0.344 4.402
H 3.068 3.708 1.778
H 2.789 3.059 0.163
H 4.949 2.878 3.172
H 7.294 2.136 3.204
H 8.327 1.238 1.125
H 7.001 1.155 -0.949
H 5.149 1.717 -2.193
H 3.832 2.709 -1.550
H 5.199 -0.873 0.044
H 3.819 -1.992 0.141
H 3.848 -0.519 1.130
H 5.371 -1.002 -2.460
H 4.323 -0.519 -3.822
H 3.978 -2.012 -2.933
O -2.740 0.883 -1.041
S -2.081 0.169 -2.167
O -1.744 0.988 -3.289
N -0.858 -0.622 -1.527
C -0.455 -1.895 -1.966
C -0.766 -2.518 -3.153
C -0.412 -3.866 -3.371
C 0.267 -4.583 -2.431
C 0.684 -3.946 -1.238
C 1.432 -4.602 -0.230
C 1.814 -3.912 0.879
C 1.495 -2.547 0.988
N 0.809 -1.898 0.071
C 0.360 -2.596 -1.032
C -3.294 -1.010 -2.661
C -3.620 -2.057 -1.806
C -4.568 -2.980 -2.212
C -5.174 -2.850 -3.457
C -4.836 -1.800 -4.300
C -3.886 -0.868 -3.904
H -1.284 -1.976 -3.931
H -0.699 -4.334 -4.304
H 0.510 -5.627 -2.586
H 1.683 -5.648 -0.356
H 2.369 -4.382 1.679
H 1.782 -1.975 1.859
H -3.110 -2.165 -0.855
H -4.828 -3.805 -1.562
H -5.911 -3.577 -3.775
H -5.309 -1.708 -5.269
H -3.590 -0.046 -4.543
S -1.010 4.543 -1.418
C -0.415 3.130 -0.917
N 0.031 2.129 -0.488
C -3.983 -0.154 1.365
Te -2.076 0.720 1.170
C -3.073 2.538 1.580
C -4.520 2.278 1.252
C -5.407 3.328 1.051
C -6.734 3.070 0.748
C -7.179 1.758 0.632
C -6.295 0.708 0.823
C -4.965 0.962 1.139
H -3.994 -0.545 2.381
H -4.105 -0.974 0.666
H -2.651 3.357 0.998
H -2.895 2.704 2.642
H -5.057 4.349 1.131
H -7.421 3.892 0.595
H -8.213 1.555 0.388
H -6.636 -0.316 0.726
O -2.123 -1.983 4.418
Se -1.240 -1.211 3.320
O 0.358 -1.139 3.599
O -1.806 0.455 3.167
O -1.577 -1.671 1.759
```